Here is a cluster of 2 separate species, C4H8O2 in total from OMol25. Energies are from wB97M-V/def2-TZVPD.

Values from the calculation:
Total energy   -8369.3700 eV
E_LUMO   0.7842 eV
E_HOMO   -8.560 eV
Frontier orbital gap   9.3 eV
ΔE to the lowest compared entry with this formula, charge and spin   3.912 eV

Geometry as XYZ:
```
14
Properties=species:S:1:pos:R:3:forces:R:3
O -1.127 -1.387 -0.367 -1.503 2.174 0.424
O 0.281 0.323 -0.872 -4.582 2.380 -3.480
C 1.836 -0.607 -0.089 3.943 -1.789 1.091
C -0.774 -0.066 -0.521 -2.687 -0.096 0.596
C -1.864 0.916 -0.146 -1.863 -1.049 1.275
C 1.629 0.223 0.924 0.868 -0.261 1.376
H 1.784 -0.167 1.937 -0.034 0.476 -0.261
H -1.598 1.893 -0.567 -0.402 -0.379 0.139
H -0.451 -1.971 -0.632 1.652 -0.922 -0.533
H 1.702 -0.308 -1.108 2.147 -0.950 0.228
H 2.262 -1.607 0.101 -0.250 0.300 0.182
H -2.045 0.993 0.972 0.923 0.000 -1.001
H -2.900 0.517 -0.405 1.363 0.686 -0.422
H 1.265 1.249 0.773 0.426 -0.571 0.387
```
Forces are in eV/Å.